Formula: CH3PS3
Source: the Open Molecules 2025 dataset
Level of theory: ωB97M-V with the def2-TZVPD basis set

The calculation puts the molar mass at 142.21 g mol⁻¹. The calculated total energy is -42877.6609 eV. As for the net charge: 0. The calculation puts the strongest force on any atom at 0.0385 Eh/bohr.

Structure (XYZ):
```
8
Properties=species:S:1:pos:R:3:nbo_charge:R:1
P 1.38 -0.55 0.41 0.64
H 2.20 0.58 0.05 -0.02
S -0.56 0.16 -0.13 0.10
S -2.99 -1.60 0.12 0.26
H 1.21 0.04 1.72 -0.02
C -1.40 -1.25 0.25 -0.57
H -3.85 -0.61 -0.36 0.05
S 1.95 -2.26 -0.20 -0.44
```


Formula: C33H27BF4IrN3OP2S3
Source: the Open Molecules 2025 dataset
Level of theory: ωB97M-V with the def2-TZVPD basis set

The calculation puts the molar mass at 918.77 g mol⁻¹. The calculated total energy is -106653.1456 eV. The multiplicity is 6. As for the net charge: -1. The calculation puts the strongest force on any atom at 0.0132 Eh/bohr.

Structure (XYZ):
```
75
Properties=species:S:1:pos:R:3:nbo_charge:R:1
P 0.87 -1.37 -0.48 1.38
C 0.83 1.88 -4.01 -0.24
C 1.19 1.10 6.51 -0.28
H 3.60 -0.71 -4.56 0.21
H -2.23 5.60 -1.33 0.21
C -3.27 4.48 0.18 -0.19
P 0.33 1.61 0.02 1.32
H 3.88 3.07 -3.11 0.21
H 1.54 -1.00 6.49 0.20
H 1.88 1.30 7.31 0.20
C -3.23 3.38 1.02 -0.19
C 2.34 2.45 -1.74 -0.18
F -2.44 0.78 -2.28 -0.59
C -1.49 -4.29 -3.08 -0.20
B -3.61 0.21 -1.70 1.35
C -1.10 2.73 0.09 -0.30
F -4.62 1.18 -1.58 -0.56
H 1.52 -3.98 -1.55 0.22
C 0.13 -0.45 4.97 -0.24
H -0.71 1.27 -2.64 0.28
H 0.39 -2.61 5.18 0.19
C -1.76 -3.80 2.43 0.25
C 3.57 -0.64 -3.48 -0.22
H 3.42 -0.42 0.38 0.24
C 1.06 1.94 -1.61 -0.43
O -1.47 0.42 3.42 -0.75
S -2.43 -2.68 1.28 -0.11
C -0.05 -2.50 -1.54 -0.45
C -2.21 4.73 -0.68 -0.22
C -1.13 3.87 -0.72 -0.19
C -2.15 2.51 0.98 -0.18
N -0.97 -3.52 3.43 -0.41
C -2.06 -3.07 -2.73 -0.22
C 0.47 2.15 5.91 -0.18
C -1.33 -2.17 -1.96 -0.09
C 4.63 -0.13 -1.38 -0.24
C -0.20 -4.62 -2.66 -0.23
C 4.68 -0.22 -2.76 -0.20
N -0.77 -2.17 3.57 -0.32
H -2.44 -5.40 1.38 0.39
C 2.40 -0.99 -2.81 -0.17
C 1.01 -0.17 6.04 -0.15
H 5.59 0.04 -3.29 0.21
S 1.58 1.81 1.52 -0.57
H 0.23 -5.57 -2.93 0.20
F -4.04 -0.87 -2.49 -0.58
H 2.53 2.56 -5.12 0.20
F -3.25 -0.28 -0.41 -0.58
C 0.52 -3.72 -1.88 -0.18
H -3.06 -2.80 -3.05 0.25
H 2.92 2.66 -0.85 0.24
H -1.53 -5.78 2.79 0.39
N -2.10 -5.12 2.29 -0.81
C 2.36 -0.92 -1.41 -0.44
H 0.61 3.16 6.27 0.21
H -4.06 3.17 1.68 0.21
H 5.49 0.21 -0.82 0.21
H -2.06 -4.99 -3.68 0.20
Ir -1.04 -0.81 1.80 1.22
C -0.05 -1.81 4.58 0.14
C 0.30 1.66 -2.75 -0.15
C 3.47 -0.48 -0.70 -0.11
H -4.13 5.14 0.19 0.20
S 1.34 -2.15 1.29 -0.46
H -2.15 1.66 1.64 0.22
C 2.87 2.68 -3.01 -0.22
C 2.12 2.39 -4.14 -0.21
H 1.53 -1.31 -3.36 0.23
C -0.20 -0.07 -0.06 -1.07
C -0.41 1.92 4.89 -0.28
H 0.24 1.66 -4.89 0.21
H -0.97 2.72 4.42 0.22
H -0.31 4.07 -1.40 0.22
H -1.78 -1.22 -1.68 0.25
C -0.61 0.61 4.38 0.47
```


Formula: C5H11NO
Source: the Open Molecules 2025 dataset
Level of theory: ωB97M-V with the def2-TZVPD basis set

The calculation puts the molar mass at 101.15 g mol⁻¹. The calculated total energy is -8901.5696 eV. As for the net charge: 0. The SMILES is CCCNC(C)=O. The calculation puts the strongest force on any atom at 0.0074 Eh/bohr.

Structure (XYZ):
```
18
Properties=species:S:1:pos:R:3:nbo_charge:R:1
O -0.55 -1.30 1.69 -0.63
H -0.73 -1.42 -1.08 0.22
H 0.68 1.46 0.85 0.39
N 0.59 0.45 0.84 -0.62
H 1.40 -1.20 -0.12 0.22
C 0.15 -0.43 -2.81 -0.61
H 1.71 0.36 -0.89 0.19
H -1.78 1.09 2.60 0.24
H -0.77 0.26 3.79 0.24
H -0.15 1.71 2.96 0.21
H -0.71 -0.66 -3.45 0.21
C -0.24 -0.12 1.76 0.67
C -0.25 -0.47 -1.33 -0.41
H 0.94 -1.16 -3.04 0.20
H 0.52 0.56 -3.08 0.20
C 0.94 -0.24 -0.39 -0.22
C -0.75 0.80 2.84 -0.71
H -1.00 0.31 -1.14 0.20
```


Formula: C5H14O3
Source: the Open Molecules 2025 dataset
Level of theory: ωB97M-V with the def2-TZVPD basis set

The calculation puts the molar mass at 122.16 g mol⁻¹. The calculated total energy is -11551.0207 eV. As for the net charge: 0. The SMILES is C=CCCCO.O.O. The calculation puts the strongest force on any atom at 0.1688 Eh/bohr.

Structure (XYZ):
```
22
Properties=species:S:1:pos:R:3:nbo_charge:R:1
O 3.21 1.68 2.51 -0.91
C 0.64 1.82 1.54 -0.36
O -2.77 -1.38 -1.18 -0.72
H -2.10 -0.18 0.36 0.18
H -0.39 -0.85 -1.80 0.18
C -2.27 -0.15 -0.76 -0.08
H 0.76 2.84 1.21 0.19
H 0.89 1.64 2.57 0.21
H 2.85 0.74 2.74 0.46
H 0.93 1.15 -1.50 0.21
C 0.34 0.97 0.54 -0.21
H -1.08 0.48 -2.64 0.22
O 0.28 -4.04 -0.40 -0.91
H -2.00 -2.09 -1.24 0.46
C -1.00 0.08 -1.61 -0.41
H 0.76 -4.57 0.43 0.47
H -0.42 2.10 -1.32 0.22
C -0.03 1.17 -0.90 -0.46
H 0.50 -0.09 0.74 0.17
H 3.86 1.46 1.96 0.46
H -3.10 0.48 -1.20 0.20
H 0.14 -3.26 -0.04 0.45
```


Formula: C3H6O2
Source: the Open Molecules 2025 dataset
Level of theory: ωB97M-V with the def2-TZVPD basis set

The calculation puts the molar mass at 74.08 g mol⁻¹. The calculated total energy is -7302.1266 eV. As for the net charge: 0. The SMILES is O[C@H]1CCO1. The calculation puts the strongest force on any atom at 0.0075 Eh/bohr.

Structure (XYZ):
```
11
Properties=species:S:1:pos:R:3:nbo_charge:R:1
O -0.42 -1.19 0.27 -0.53
H 1.64 -1.11 -0.21 0.17
H -0.06 0.27 2.11 0.47
O -0.87 0.60 1.70 -0.70
H 1.00 1.31 -0.04 0.21
C 0.28 0.65 -0.54 -0.49
H -0.05 1.11 -1.47 0.22
H 0.54 -1.29 -1.60 0.18
C 0.66 -0.83 -0.62 -0.07
H -1.87 0.31 0.02 0.15
C -0.85 0.17 0.39 0.38
```


Formula: C3H11NO
Source: the Open Molecules 2025 dataset
Level of theory: ωB97M-V with the def2-TZVPD basis set

The calculation puts the molar mass at 77.13 g mol⁻¹. The calculated total energy is -6825.5216 eV. As for the net charge: 0. The SMILES is CCN.CO. The calculation puts the strongest force on any atom at 0.0538 Eh/bohr.

Structure (XYZ):
```
16
Properties=species:S:1:pos:R:3:nbo_charge:R:1
H -0.43 -1.02 1.00 0.50
H 1.81 1.59 0.40 0.18
H 1.50 -0.33 0.50 0.36
C -2.47 -1.42 0.84 -0.24
O -1.15 -1.56 1.37 -0.79
C 1.82 1.60 -1.70 -0.64
C 1.10 1.41 -0.39 -0.24
H 1.83 2.64 -2.06 0.23
H -2.50 -2.10 -0.01 0.16
H 0.93 -0.59 -0.83 0.36
H -3.16 -1.71 1.63 0.18
H 0.42 2.23 -0.08 0.20
H 1.20 1.25 -2.56 0.21
N 0.70 0.03 -0.05 -0.84
H -2.56 -0.36 0.45 0.16
H 2.82 1.17 -1.65 0.21
```


Formula: C10H14BClF9NOS
Source: the Open Molecules 2025 dataset
Level of theory: ωB97M-V with the def2-TZVPD basis set

The calculation puts the molar mass at 413.54 g mol⁻¹. The calculated total energy is -62626.0619 eV. As for the net charge: 0. The SMILES is C[C@@H](Cl)CB(CCCCC(F)(F)C(F)(F)S(F)(F)(F)(F)F)N=C=O. The calculation puts the strongest force on any atom at 0.0408 Eh/bohr.

Structure (XYZ):
```
38
Properties=species:S:1:pos:R:3:lowdin_charge:R:1
C -0.84 3.18 2.20 -0.14
S 1.98 -4.48 -2.49 0.76
C -0.79 3.93 -0.90 -0.34
H 1.35 3.71 4.40 0.06
H -2.88 0.78 -0.60 0.11
C 1.08 4.25 3.50 -0.11
F -0.89 -3.83 -1.62 0.11
N -1.67 3.37 -0.30 0.27
O 0.04 4.48 -1.46 0.20
C -1.16 0.97 0.63 -0.13
F 1.15 -5.50 -1.63 -0.12
H -1.41 0.84 -1.52 0.11
H 1.95 4.80 3.19 0.08
F 1.55 -3.50 -0.08 0.10
H -2.31 -1.39 -1.66 0.11
F 2.11 -1.96 -1.58 0.12
F 2.49 -5.67 -3.37 -0.11
H -1.50 0.46 1.53 0.12
F -0.25 -2.03 -2.72 0.10
H 0.19 -1.16 -0.12 0.11
C 1.35 -3.07 -1.37 -0.40
H -1.26 2.56 3.00 0.11
C -0.15 -2.70 -1.53 -0.46
B -1.24 2.52 0.82 -0.37
H -0.08 0.79 0.54 0.09
Cl 1.34 1.63 2.83 0.63
C -0.62 -1.83 -0.37 -0.07
H 1.14 3.52 1.47 0.09
H -2.67 -1.42 0.04 0.12
F 2.83 -3.48 -3.38 -0.13
C 0.67 3.26 2.41 -0.71
H -1.23 4.19 2.28 0.10
F 0.76 -4.29 -3.47 -0.12
F 3.23 -4.67 -1.53 -0.13
C -1.85 0.43 -0.62 -0.21
C -1.92 -1.10 -0.69 -0.17
H 0.26 4.92 3.72 0.07
H -0.74 -2.50 0.47 0.13
```


Formula: C3H8NOS
Source: the Open Molecules 2025 dataset
Level of theory: ωB97M-V with the def2-TZVPD basis set

The calculation puts the molar mass at 106.17 g mol⁻¹. The calculated total energy is -17613.1812 eV. As for the net charge: -1. The SMILES is [O-]CNCCS. The calculation puts the strongest force on any atom at 0.0206 Eh/bohr.

Structure (XYZ):
```
14
Properties=species:S:1:pos:R:3:nbo_charge:R:1
H 0.18 1.24 0.43 0.18
H 2.61 1.34 -1.29 0.11
H -1.47 0.34 2.07 0.05
N -0.94 -0.48 0.25 -0.69
H 1.15 -0.29 0.32 0.19
H 0.57 -0.61 -1.97 0.20
C 0.27 0.27 -0.04 -0.24
O -0.02 -1.13 2.38 -0.93
H -1.98 -1.35 1.81 0.06
C -1.09 -0.67 1.77 0.15
H -0.81 -1.43 -0.08 0.32
S 1.60 1.63 -2.12 -0.09
H -0.51 0.74 -1.99 0.21
C 0.43 0.38 -1.55 -0.50
```